C19H24N2O3S | the ωB97M-V functional and the def2-TZVPD basis

* orbital gap: 0.35153 Ha
* ΔE to the lowest compared entry with this formula, charge and spin: 14.1 kcal/mol
* SMILES: Cc1ccc(CNC(=O)CN(CCc2ccccc2)S(C)(=O)=O)cc1
* highest occupied orbital energy: -8.9 eV

Geometry as XYZ:
```
49
Properties=species:S:1:pos:R:3:forces:R:3
H 3.845602 -1.360826 -1.728478 -0.0342 0.1442 0.0894
C -2.166535 -2.061636 0.975400 -0.2500 -0.0037 0.4665
H 1.302561 3.031709 -3.750858 -0.1011 0.0798 -0.0469
O -2.908764 0.564340 -0.151712 -0.0653 0.0018 0.3186
H -1.238540 -3.073336 2.650555 0.0596 0.0421 0.0067
H 5.459845 2.216134 -4.247815 0.0938 0.0221 -0.0624
H -0.335423 -3.161255 -0.426632 -0.0039 0.1078 -0.0111
H -0.552048 2.090554 0.685284 -0.1069 0.1919 -0.1129
H -3.782130 0.477317 6.456770 -0.0431 0.0387 0.0624
C 3.396225 2.766979 -4.106294 -0.0180 -0.0259 -0.0135
N 1.768133 -1.298032 -1.569181 0.1880 -0.0080 -0.3798
H 5.251714 0.271738 -2.767812 0.0874 -0.0876 0.0043
C -3.319064 -0.024486 5.620171 -0.0474 0.0682 0.0458
C 2.051775 1.339967 -2.695328 0.0544 -0.0570 0.0413
C 3.054627 -0.638724 -1.491812 0.2467 -0.0709 0.2285
C -2.980510 -0.244461 3.249053 -0.0184 -0.0764 0.0077
C -0.368571 -2.128121 -0.781108 0.1957 0.1744 -0.3222
C 2.175065 2.432139 -3.535908 0.0881 0.0155 -0.0193
C -2.127085 -1.324205 3.449341 -0.0384 -0.0997 0.0928
H -4.233040 1.230780 4.148662 -0.0597 0.0694 -0.0142
C -2.469254 -1.096566 5.831761 0.0304 -0.0170 0.0658
H -2.265066 -1.436972 6.836490 0.0148 -0.0301 0.0780
H 1.087529 1.102802 -2.269762 -0.0342 -0.0210 0.0257
H -0.573633 -2.122762 -1.856554 0.1254 -0.1609 0.0825
C 4.382688 0.878780 -2.980190 -0.0665 -0.0366 0.0722
H 3.180050 -0.327358 -0.448712 0.0174 -0.1225 -0.1646
N -1.439655 -1.440416 -0.103343 0.1124 0.9098 -0.2484
H 3.830932 4.832537 -4.413225 0.0132 0.0968 -0.0406
O 1.319816 -1.177502 0.634899 0.0329 -0.0768 0.2041
O -0.875761 0.471145 -1.548140 0.2852 -0.1039 -0.0042
C -3.570893 0.396106 4.326658 -0.0411 0.0906 0.0431
H 1.390697 -1.444894 -2.492045 -0.1235 -0.0149 0.1021
H 0.373854 0.624051 1.093110 0.0894 -0.0371 -0.0113
C 0.983717 -1.478572 -0.498625 0.1171 -0.3940 -0.0847
C -1.427450 -2.047382 2.326112 0.0018 -0.0588 -0.0393
S -1.529634 0.198325 -0.297384 -0.2510 0.1409 0.1280
H -3.205789 0.109689 2.253456 -0.0438 0.0147 -0.0955
H -1.221597 -2.574148 4.930993 0.0582 -0.0974 -0.0018
H -1.164070 0.976548 1.932515 -0.1077 -0.0268 0.1481
C 4.499889 1.975075 -3.813607 -0.0389 0.0304 0.0177
H -0.445648 -1.587941 2.170615 -0.0267 -0.1124 -0.0102
C -1.882951 -1.737053 4.755900 -0.0065 0.0222 0.0059
C 3.158721 0.550153 -2.411163 -0.0241 -0.0448 -0.0664
H -3.110448 -1.519925 1.035127 -0.0542 -0.2451 0.0943
H 2.581595 4.194703 -5.480202 -0.0297 0.0570 -0.0704
H -2.396334 -3.088403 0.676878 -0.0104 0.1364 -0.0381
C 3.528618 3.963482 -4.998696 0.0194 0.0346 0.0632
H 4.283732 3.795867 -5.763588 0.0232 0.0425 -0.0780
C -0.612709 1.058504 1.006176 -0.3098 -0.5021 -0.5586
```
Positions in Å, forces in eV/Å.



C3H6O | the ωB97M-V functional and the def2-TZVPD basis

* orbital gap: 0.35259 Ha
* ΔE to the lowest compared entry with this formula, charge and spin: 103.0 kcal/mol
* highest occupied orbital energy: -8.6 eV

Geometry as XYZ:
```
10
Properties=species:S:1:pos:R:3:forces:R:3
H -2.254702 -0.047223 -0.852026 0.2926 -0.1317 0.1642
C 1.235564 -0.018928 0.360133 -0.0956 -0.1681 -0.1017
O -1.102580 0.426749 0.778862 0.0657 0.1891 0.2417
H 1.187496 -0.923890 0.971610 -0.0298 0.1038 -0.0828
H 1.549778 0.812246 1.006860 -0.1483 -0.1806 -0.1643
C -0.134176 0.320865 -0.198473 0.1809 0.7967 0.4296
H -0.157607 1.115013 -0.947509 -0.1799 -0.2671 0.0020
H 1.989586 -0.149005 -0.423195 -0.2066 0.0168 0.0724
H -0.538265 -0.869238 -0.661887 -0.7444 -0.2934 0.3057
C -1.657437 -0.577140 -0.069837 0.8654 -0.0656 -0.8668
```
Positions in Å, forces in eV/Å.



C5H8O | the ωB97M-V functional and the def2-TZVPD basis

* orbital gap: 0.33142 Ha
* ΔE to the lowest compared entry with this formula, charge and spin: 115.0 kcal/mol
* highest occupied orbital energy: -8.4 eV

Geometry as XYZ:
```
14
Properties=species:S:1:pos:R:3:forces:R:3
H -2.069120 -1.219721 0.419184 -3.4044 1.2396 0.4406
H 0.835831 1.409418 -0.814767 1.5637 0.0271 -0.8759
O 1.313691 -1.163030 -0.280820 -2.1152 0.4198 -0.7562
H -0.753987 1.688587 -0.599855 -3.5659 2.4221 -1.3957
H -1.055383 -2.283492 -0.052192 0.6373 -2.1362 -1.4195
H -0.392112 -0.356374 -1.607543 -0.6322 -1.5111 0.3449
C 2.328522 -0.439366 -0.177186 2.2016 1.6646 1.8651
H 0.125905 1.286825 0.806096 0.0329 -0.0313 -1.3904
H -0.693435 -1.530506 1.310846 1.8065 0.2122 3.8200
C -0.020331 1.087494 -0.309291 1.3185 -2.3860 5.4392
H 4.244121 0.576583 -0.019496 0.5052 0.4057 -0.0014
C -1.068734 -1.361213 0.406640 1.0729 2.1890 -4.3121
C 3.288439 0.245290 0.281218 -2.4746 -1.8133 -1.5446
C -0.357774 -0.346645 -0.509681 3.0538 -0.7021 -0.2139
```
Positions in Å, forces in eV/Å.



C12H25BaNS4 | the ωB97M-V functional and the def2-TZVPD basis

* orbital gap: 0.20369 Ha
* highest occupied orbital energy: -5.9 eV

Geometry as XYZ:
```
43
Properties=species:S:1:pos:R:3:forces:R:3
N 0.238984 0.061965 -2.442956 0.7617 0.0360 -6.1863
H -1.261216 -1.011235 4.653644 0.1601 0.5915 -0.1093
S -0.545916 -2.333835 -0.743056 -0.8794 -7.9585 -2.0218
H 0.818884 -3.280835 -2.504956 0.0791 -0.0610 0.0187
C 0.219184 -2.379235 -2.423556 -0.3801 -0.1485 0.5406
H 0.383184 3.401765 1.273744 -0.0282 -0.1374 0.1422
H 2.065884 0.792965 4.487944 0.0614 -0.6059 -0.1196
H 2.055584 -1.031235 4.414444 0.0699 0.6093 -0.0643
H 0.501084 -4.409935 -0.144456 -0.0036 -0.1410 -0.0057
C 0.911884 1.335365 -2.752656 0.0428 -0.2564 -0.2313
C 0.008684 2.490365 -2.387456 -0.3116 0.1337 0.5739
H -0.604816 0.014565 -3.010156 -0.0541 -0.0046 -0.2249
H -3.756616 0.903165 0.052344 -0.0046 -0.0095 -0.0034
H 1.837284 1.369965 -2.184456 0.1917 0.0076 0.2169
H -3.114116 -0.987235 -2.288456 -0.0551 -0.1438 -0.0219
H -3.202416 0.848765 -2.350256 -0.0630 0.1393 -0.0372
H -0.889316 2.495165 -3.002756 -0.0597 -0.0420 -0.0977
H 0.163084 -0.139735 5.248744 -0.1157 0.0208 -0.5449
H 3.236484 -0.086435 3.474044 -0.8196 0.0032 0.0409
H 1.174084 1.402065 -3.812856 0.1297 -0.0256 -0.0586
H -3.668316 -0.932835 0.114244 -0.0156 0.0167 -0.0138
C 1.037484 -1.144535 -2.724756 0.0158 0.2666 -0.2311
S -1.828916 -0.004335 2.048844 0.9682 -0.0417 1.3848
H 1.363484 -1.175635 -3.768956 0.1241 0.0482 -0.0417
Ba -0.253816 0.031265 -0.257356 1.1780 -0.0380 8.4523
H 1.927084 -1.104635 -2.101956 0.1868 -0.0022 0.2287
C 0.576384 -3.391935 0.222744 -0.1126 -0.1037 -0.2871
S 2.173584 0.016065 1.077244 -0.2502 -0.0502 1.4859
H -0.610216 -2.479635 -3.121256 -0.0482 0.0440 -0.1046
C -3.584016 -0.027435 -0.473256 -0.2386 -0.0181 0.0901
H 0.229684 -3.353735 1.249044 -0.0504 0.1327 0.1366
C 0.654684 3.414165 0.224644 -0.1768 0.0872 -0.2947
H -1.251916 0.789965 4.724544 0.1556 -0.5838 -0.1574
H 0.603184 4.432765 -0.145256 0.0019 0.1425 -0.0217
S -0.591416 2.411965 -0.645756 -1.1047 7.9633 -1.7148
C -0.214916 -0.050435 3.031644 2.3259 0.0364 -1.2540
C 1.184184 -0.043835 2.694044 -2.5411 0.0238 -0.3057
H 1.650184 3.005065 0.100444 0.0859 -0.1978 0.0679
H 0.504884 3.444765 -2.536956 0.0804 0.0745 -0.0102
C -0.638716 -0.106035 4.491444 -0.0438 -0.0198 0.4665
H 1.598984 -3.035835 0.171044 0.0644 0.2132 0.0520
C -3.286616 -0.056635 -1.762756 0.1881 0.0227 -0.2221
C 2.185184 -0.094935 3.831444 0.4850 -0.0237 0.4878
```
Positions in Å, forces in eV/Å.



Q: Which formula does entry 2 have?
A: C3H6O



Q: Number 3 is which compound?
A: C5H8O



Q: Which of these has the highest orbital gap?
A: C3H6O



Please write out number 2 again, unchanged.
C3H6O | the ωB97M-V functional and the def2-TZVPD basis

* orbital gap: 0.35259 Ha
* ΔE to the lowest compared entry with this formula, charge and spin: 103.0 kcal/mol
* highest occupied orbital energy: -8.6 eV

Geometry as XYZ:
```
10
Properties=species:S:1:pos:R:3:forces:R:3
H -2.254702 -0.047223 -0.852026 0.2926 -0.1317 0.1642
C 1.235564 -0.018928 0.360133 -0.0956 -0.1681 -0.1017
O -1.102580 0.426749 0.778862 0.0657 0.1891 0.2417
H 1.187496 -0.923890 0.971610 -0.0298 0.1038 -0.0828
H 1.549778 0.812246 1.006860 -0.1483 -0.1806 -0.1643
C -0.134176 0.320865 -0.198473 0.1809 0.7967 0.4296
H -0.157607 1.115013 -0.947509 -0.1799 -0.2671 0.0020
H 1.989586 -0.149005 -0.423195 -0.2066 0.0168 0.0724
H -0.538265 -0.869238 -0.661887 -0.7444 -0.2934 0.3057
C -1.657437 -0.577140 -0.069837 0.8654 -0.0656 -0.8668
```
Positions in Å, forces in eV/Å.